Record 1
54
Properties=species:S:1:pos:R:3:nbo_charge:R:1 method="wB97M-V/def2-TZVPD" total_charge=0 smiles="Cc1cc(C)cc(C(=O)N[C@H]2CC23CCN(C(=O)c2cccc(O)c2F)CC3)c1" orbital_gap_ha=0.3517 de_lowest_kj_mol=14.5 homo_energy_ev=-9.025
C 5.56 -1.30 -0.59 -0.6275
C 5.07 -1.06 0.81 -0.0103
C 5.96 -0.99 1.88 -0.2004
C 5.52 -0.76 3.18 -0.0064
C 6.50 -0.72 4.32 -0.6281
C 4.16 -0.61 3.41 -0.1998
C 3.25 -0.67 2.36 -0.0520
C 1.80 -0.49 2.71 0.6497
O 1.38 -0.69 3.83 -0.6110
N 0.99 -0.06 1.70 -0.6206
C -0.43 -0.01 1.87 -0.0495
C -1.06 1.25 2.41 -0.4063
C -1.25 0.88 0.97 -0.0644
C -0.56 1.69 -0.11 -0.4075
C -0.47 0.87 -1.40 -0.2200
N -1.80 0.41 -1.79 -0.4293
C -2.49 1.17 -2.68 0.6695
O -2.03 2.18 -3.19 -0.6115
C -3.89 0.75 -3.03 -0.1971
C -4.89 1.73 -2.99 -0.1857
C -6.19 1.41 -3.35 -0.2032
C -6.50 0.12 -3.77 -0.2712
C -5.52 -0.85 -3.84 0.2222
O -5.74 -2.12 -4.26 -0.6493
C -4.22 -0.51 -3.47 0.3989
F -3.28 -1.47 -3.54 -0.3164
C -2.44 -0.43 -0.79 -0.2130
C -2.59 0.33 0.53 -0.3929
C 3.71 -0.90 1.07 -0.2285
H 4.86 -1.92 -1.16 0.2172
H 5.66 -0.35 -1.13 0.2217
H 6.53 -1.79 -0.59 0.2175
H 7.02 -1.11 1.68 0.2044
H 6.19 -0.01 5.08 0.2206
H 6.58 -1.70 4.79 0.2235
H 7.50 -0.44 3.98 0.2144
H 3.78 -0.44 4.41 0.2330
H 1.37 0.02 0.77 0.3950
H -0.87 -0.95 2.19 0.2111
H -1.89 1.14 3.09 0.2204
H -0.39 2.07 2.64 0.2247
H -1.14 2.59 -0.30 0.2235
H 0.43 2.01 0.21 0.2185
H -0.06 1.46 -2.21 0.2460
H 0.15 -0.02 -1.25 0.1814
H -4.63 2.73 -2.68 0.2323
H -6.96 2.16 -3.30 0.2207
H -7.52 -0.13 -4.06 0.2132
H -6.66 -2.22 -4.52 0.4828
H -3.41 -0.78 -1.15 0.2218
H -1.81 -1.32 -0.64 0.1993
H -3.01 -0.32 1.29 0.2161
H -3.29 1.16 0.38 0.2078
H 3.02 -1.00 0.24 0.1946



Record 2
58
Properties=species:S:1:pos:R:3:nbo_charge:R:1 method="wB97M-V/def2-TZVPD" total_charge=0 smiles="CCOC(=O)C1=C(CN2CCN(C(=O)c3ccco3)CC2)NC(=O)N[C@@H]1c1ccc(F)cc1" orbital_gap_ha=0.3157 de_lowest_kj_mol=5.4 homo_energy_ev=-8.245
C -1.66 -0.65 -4.05 -0.6335
C -1.44 0.84 -3.85 -0.0723
O -0.60 1.11 -2.73 -0.5195
C -1.19 1.11 -1.52 0.7909
O -2.38 0.94 -1.38 -0.6330
C -0.22 1.38 -0.46 -0.2543
C -0.52 1.33 0.86 0.2944
C -1.83 0.86 1.46 -0.2683
N -1.94 -0.54 1.77 -0.4322
C -1.02 -1.10 2.74 -0.2256
C 0.27 -1.67 2.11 -0.2351
N -0.08 -2.62 1.09 -0.4297
C 0.14 -3.96 1.07 0.6369
O -0.21 -4.64 0.11 -0.6304
C 0.84 -4.62 2.18 0.1438
C 1.38 -5.89 2.14 -0.2247
C 1.88 -6.15 3.43 -0.3188
C 1.61 -5.04 4.17 0.1086
O 0.99 -4.11 3.43 -0.4035
C -0.90 -2.03 0.05 -0.2427
C -2.18 -1.46 0.68 -0.2383
N 0.44 1.67 1.79 -0.6407
C 1.79 1.85 1.51 0.7843
O 2.59 2.01 2.40 -0.6253
N 2.10 1.74 0.20 -0.6155
C 1.16 1.81 -0.91 -0.0615
C 1.10 3.21 -1.49 -0.0548
C 1.45 3.44 -2.81 -0.1754
C 1.38 4.72 -3.34 -0.2838
C 0.97 5.76 -2.53 0.4030
F 0.91 7.01 -3.03 -0.3230
C 0.63 5.55 -1.20 -0.2774
C 0.69 4.27 -0.69 -0.1795
H -2.24 -0.82 -4.95 0.2188
H -0.71 -1.17 -4.14 0.2115
H -2.20 -1.06 -3.20 0.2219
H -2.40 1.35 -3.71 0.2027
H -0.91 1.28 -4.71 0.1893
H -2.00 1.42 2.39 0.1944
H -2.64 1.10 0.77 0.2636
H -0.78 -0.36 3.50 0.1929
H -1.54 -1.94 3.23 0.2016
H 0.89 -2.12 2.88 0.2408
H 0.85 -0.86 1.63 0.1885
H 1.39 -6.52 1.28 0.2450
H 2.38 -7.04 3.76 0.2324
H 1.81 -4.80 5.20 0.2051
H -1.14 -2.81 -0.67 0.2529
H -0.32 -1.24 -0.45 0.1887
H -2.77 -0.96 -0.09 0.2333
H -2.76 -2.30 1.08 0.1961
H 0.20 1.65 2.77 0.4205
H 3.07 1.92 -0.02 0.4165
H 1.52 1.12 -1.69 0.2247
H 1.76 2.62 -3.44 0.2161
H 1.64 4.92 -4.37 0.2306
H 0.32 6.39 -0.59 0.2320
H 0.43 4.10 0.34 0.2168



Record 3
53
Properties=species:S:1:pos:R:3:lowdin_charge:R:1 method="wB97M-V/def2-TZVPD" total_charge=+1 orbital_gap_ha="0.2179 / 0.2537" multiplicity=4 homo_energy_ev="-10.278 / -12.082"
C 2.18 0.08 0.86 -0.1396
C 2.23 -0.63 -0.37 -0.1311
C 1.86 0.27 -1.40 -0.1494
H 2.47 -1.67 -0.49 0.1303
C 1.63 1.53 -0.82 -0.1486
C 1.83 1.41 0.57 -0.1510
H 1.29 2.41 -1.33 0.1064
C -1.30 -1.53 1.23 -0.1895
C -0.20 -2.25 0.72 -0.1096
C -0.30 -2.25 -0.68 -0.0789
H 0.59 -2.69 1.30 0.1387
C -1.44 -1.53 -1.07 -0.2800
C -2.06 -1.09 0.13 -0.0991
H 1.80 0.04 -2.45 0.1150
H 1.66 2.19 1.29 0.1287
H 2.40 -0.33 1.83 0.1329
H -2.94 -0.48 0.20 0.1321
H 0.41 -2.70 -1.36 0.1300
H -1.50 -1.32 2.27 0.1163
Re 0.00 0.00 0.00 1.5758
C -1.98 -1.32 -2.48 -0.4839
C -3.48 -1.59 -2.46 -0.0111
C -1.29 -2.27 -3.45 -0.0139
H -3.68 -2.60 -2.10 0.1020
H -3.90 -1.48 -3.45 0.0860
H -4.00 -0.90 -1.79 0.0899
H -1.48 -3.31 -3.19 0.1021
H -0.22 -2.11 -3.46 0.0821
H -1.67 -2.11 -4.46 0.0971
C -1.68 0.14 -2.86 -0.0836
C -2.22 0.66 -4.17 -0.4542
H -0.59 0.28 -2.86 0.0820
H -2.04 0.80 -2.07 0.1253
O -3.12 0.14 -4.82 0.0693
N -1.62 1.80 -4.62 0.0743
C -0.43 2.43 -4.08 -0.1432
H -1.94 2.10 -5.52 0.1584
C 0.89 1.85 -4.55 -0.2270
C 2.07 2.48 -4.15 -0.0699
H 2.02 3.35 -3.51 0.1149
C 3.30 1.99 -4.56 -0.0742
H 4.21 2.48 -4.24 0.1099
C 3.37 0.86 -5.36 -0.0782
H 4.33 0.47 -5.67 0.1085
C 2.20 0.22 -5.75 -0.0685
H 2.24 -0.66 -6.37 0.1099
C 0.97 0.72 -5.35 -0.0398
H 0.06 0.23 -5.67 0.1131
H -0.46 2.41 -3.00 0.1039
H -0.47 3.49 -4.35 0.1391
O 0.00 0.00 4.59 0.0589
C 0.00 0.00 3.32 -0.2345
N 0.00 0.00 2.00 -0.1740



Record 4
60
Properties=species:S:1:pos:R:3:nbo_charge:R:1 method="wB97M-V/def2-TZVPD" total_charge=-1 orbital_gap_ha="0.2243 / 0.2303" de_lowest_kj_mol=242.7 multiplicity=2 homo_energy_ev="-5.041 / -5.045"
Ru -0.25 -0.41 -0.10 1.0734
C 4.11 -0.39 0.21 -0.6883
C 2.74 0.24 0.36 0.5287
O 1.84 -0.43 0.92 -0.6740
C 2.60 1.57 -0.08 -0.4997
C 1.41 2.29 -0.11 0.3068
C 1.42 3.75 -0.49 -0.6568
N 0.22 1.74 0.15 -0.3200
N -0.84 2.54 0.17 -0.4361
C -2.00 2.00 -0.12 0.5136
O -2.15 0.81 -0.55 -0.7300
C -3.17 2.87 0.04 -0.0363
C -4.46 2.34 -0.07 -0.2226
C -5.56 3.16 0.05 -0.2078
C -5.38 4.52 0.27 -0.2180
C -4.11 5.06 0.38 -0.2251
C -3.01 4.24 0.27 -0.1829
H 4.00 -1.47 0.24 0.2364
H 4.76 -0.08 1.03 0.2192
H 4.56 -0.10 -0.73 0.2250
H 3.49 2.07 -0.43 0.2084
H 2.44 4.12 -0.60 0.2118
H 0.91 4.31 0.30 0.2388
H 0.87 3.92 -1.41 0.2326
H -4.56 1.27 -0.25 0.2323
H -6.56 2.75 -0.04 0.2066
H -6.25 5.16 0.35 0.2043
H -3.98 6.12 0.54 0.2066
H -2.00 4.62 0.35 0.2346
C -0.28 -1.14 4.16 -0.7810
Se -0.56 0.15 2.68 0.4703
C -2.53 -0.05 2.59 -0.5792
C -2.97 -1.42 2.12 -0.5677
Se -2.77 -1.74 0.16 0.4473
C -2.62 -3.70 0.34 -0.7935
H -0.77 -0.78 5.07 0.2195
H 0.79 -1.18 4.31 0.2403
H -0.65 -2.12 3.89 0.2203
H -2.88 0.74 1.92 0.2477
H -2.92 0.15 3.60 0.2206
H -4.04 -1.56 2.35 0.2215
H -2.39 -2.20 2.62 0.2137
H -3.29 -4.06 1.11 0.2083
H -1.59 -3.94 0.55 0.2544
H -2.90 -4.13 -0.63 0.2358
O 0.03 -0.40 -7.15 -0.7486
C 0.31 -1.39 -6.49 0.7514
O 0.46 -2.57 -6.77 -0.7357
C 0.49 -1.07 -4.94 -0.0460
C 0.44 0.24 -4.49 -0.2362
C 0.56 0.47 -3.13 0.0398
N 0.68 -0.51 -2.24 -0.4587
C 0.73 -1.77 -2.68 0.1028
C 0.66 -2.10 -4.03 -0.2136
C 0.79 -2.88 -1.61 0.7565
O 1.36 -3.93 -1.89 -0.6452
O 0.18 -2.62 -0.54 -0.7346
H 0.29 1.04 -5.19 0.2484
H 0.56 1.48 -2.73 0.1941
H 0.72 -3.13 -4.34 0.2656



no.,maximum force (eV/A)
1,0.17
2,1.33
3,12.16
4,3.24